(1)
{"formula": "CHI3S", "method": "ωB97M-V with the def2-TZVPD basis set", "de_lowest_kj_mol": 64.04, "molar_mass_g_mol": 425.8, "e_lumo_ev": -1.205, "homo_lumo_gap_ev": 8.05, "total_charge": 0, "species": ["C", "S", "I", "I", "I", "H"], "positions_angstrom": [[0.02813, -0.27409, -0.09552], [0.93928, 1.13530, 0.38375], [-0.67390, -1.40161, 1.66417], [1.42904, -1.59675, -1.10337], [-1.73473, 0.20011, -1.28844], [0.01219, 1.93703, 0.43941]], "nbo_charge": [-0.819, 0.110, 0.167, 0.227, 0.217, 0.098]}

---

(2)
{"formula": "CHIO", "method": "ωB97M-V with the def2-TZVPD basis set", "de_lowest_kj_mol": 44.48, "molar_mass_g_mol": 155.9, "smiles": "O=CI", "e_lumo_ev": -0.176, "homo_lumo_gap_ev": 9.95, "total_charge": 0, "species": ["O", "C", "I", "H"], "positions_angstrom": [[0.51687, 1.90324, 0.01475], [0.72112, 0.73372, 0.00437], [2.73959, -0.09017, 0.01925], [-0.17911, -0.21206, 0.16401]], "nbo_charge": [-0.484, 0.284, 0.027, 0.173]}

---

(3)
{"formula": "CHIOS2", "method": "ωB97M-V with the def2-TZVPD basis set", "de_lowest_kj_mol": 290.94, "molar_mass_g_mol": 220.1, "smiles": "O=S(=S)=CI", "e_lumo_ev": -1.759, "homo_lumo_gap_ev": 7.51, "total_charge": 0, "species": ["O", "S", "S", "C", "I", "H"], "positions_angstrom": [[1.44541, 1.65347, -1.27309], [0.07721, 2.04691, -1.01642], [-0.08542, 2.35814, 1.11132], [-0.72413, 0.49674, -0.37380], [-2.66038, 0.18902, -0.00528], [0.03433, -0.14937, 0.01011]], "nbo_charge": [-0.917, 1.192, -0.257, -0.586, 0.338, 0.230]}

---

(4)
{"formula": "CHIOS2", "method": "ωB97M-V with the def2-TZVPD basis set", "de_lowest_kj_mol": 444.39, "molar_mass_g_mol": 220.1, "e_lumo_ev": [-1.082, -1.079], "homo_lumo_gap_ev": [8.20, 8.20], "total_charge": 0, "species": ["C", "O", "S", "S", "I", "H"], "positions_angstrom": [[-0.92941, 0.57457, 1.16121], [-2.61471, -0.90949, -0.13155], [-1.79985, 1.97601, 0.66849], [-2.59207, -0.12149, 1.06095], [0.27711, 0.54370, 2.98831], [-0.17631, -0.43937, -0.25932]], "nbo_charge": [-0.795, -0.861, 0.056, 1.222, 0.182, 0.195]}